(1)
{"formula": "C6H5AsBr2F14O4Pt", "method": "wB97M-V/def2-TZVPD", "spin_multiplicity": 4, "e_tot_ha": -9433.9905, "homo_lumo_gap_ev": [9.287, 6.110], "charge": -1, "lumo_energy_ev": [2.2, -0.9], "e_above_lowest_ev": 0.000, "s2": 3.76, "symbols": ["Pt", "As", "F", "F", "F", "F", "F", "F", "O", "C", "O", "O", "H", "Br", "Br", "C", "C", "C", "F", "F", "F", "F", "O", "C", "C", "F", "F", "F", "F", "H", "H", "H", "H"], "positions_angstrom": [[-0.55252, -2.79556, 0.45119], [1.48302, -1.50095, -2.56758], [2.74598, -2.62885, -1.97046], [2.43853, -0.18253, -1.88111], [0.25158, -0.30547, -3.06311], [0.39925, -2.83195, -3.13263], [0.66738, -1.67795, -0.94402], [2.28314, -1.52509, -4.17562], [-1.31844, -2.03580, 4.29116], [-1.01088, -2.26998, 3.03307], [-0.16569, -1.68516, 2.33437], [-1.49216, -3.24397, 2.37724], [-1.87285, -2.80032, 4.11873], [1.02505, -4.84880, 0.06088], [-2.47180, -2.77652, -1.50483], [0.33406, 2.11217, -0.36092], [1.37484, 2.39219, 0.69706], [2.73395, 2.63133, 0.03518], [2.70683, 3.72933, -0.72218], [3.73768, 2.81237, 0.89563], [0.95521, 3.50039, 1.40869], [1.47594, 1.39826, 1.62215], [-1.02028, 2.20529, 0.11927], [-1.81613, 1.02613, -0.14556], [-3.14442, 1.14208, 0.54988], [-3.76891, 2.26445, 0.20117], [-3.93652, 0.10066, 0.37997], [-1.82481, 0.98729, -1.46301], [-1.13859, -0.05067, 0.34773], [0.54526, 1.12251, -0.76597], [0.41088, 2.75394, -1.23860], [2.99911, 1.80265, -0.62140], [-3.03368, 1.17853, 1.63363]], "atomic_forces_ev_per_a": [[-0.029, -1.279, -0.364], [0.188, -1.801, -1.693], [-1.461, 1.061, -0.585], [-0.608, -0.528, -0.508], [1.256, -1.040, 0.566], [1.405, 1.490, 0.769], [0.645, 0.802, -0.805], [-0.827, 0.568, 1.784], [0.017, -0.302, -1.282], [2.722, -0.197, -4.006], [1.718, 2.961, 0.160], [-2.699, -1.685, 1.544], [-2.109, -1.257, 2.758], [-1.066, 1.132, 0.354], [0.981, -0.017, 1.388], [-0.760, -1.007, -0.854], [-1.010, 0.906, 0.859], [0.376, -0.927, -0.509], [-0.569, 1.118, -0.645], [0.295, -0.082, 1.130], [0.631, -0.169, -0.284], [0.087, 0.108, -0.598], [-0.771, -1.254, 1.046], [3.700, 2.199, 0.031], [0.064, 0.508, 2.253], [-0.480, 0.710, -0.850], [-0.725, -1.198, -1.216], [-1.078, -1.207, -0.834], [-0.797, 0.232, -0.292], [-0.018, -0.198, 0.135], [0.268, 0.428, 0.351], [-0.193, -0.355, 0.091], [0.846, 0.279, 0.107]], "mulliken_charge": [1.291, 1.918, -0.477, -0.451, -0.452, -0.500, -0.359, -0.493, -0.433, 1.020, -0.781, -0.710, 0.317, -0.406, -0.432, -0.295, 1.001, 0.360, -0.276, -0.278, -0.339, -0.287, -0.487, 0.819, 0.027, -0.270, -0.232, -0.220, -0.096, -0.140, 0.419, 0.044, 0.198]}

(2)
{"formula": "CH2Br2CuO4S", "method": "wB97M-V/def2-TZVPD", "e_tot_ha": -7527.0324, "homo_lumo_gap_ev": 6.531, "charge": -1, "lumo_energy_ev": 2.1, "e_above_lowest_ev": 0.000, "symbols": ["Cu", "Br", "C", "Br", "H", "H", "O", "S", "O", "O", "O"], "positions_angstrom": [[0.16795, -0.20876, -0.56555], [1.82471, 1.18035, 0.21148], [1.22277, 2.04244, 1.84478], [1.47226, 0.95759, 3.40809], [0.16525, 2.23516, 1.72435], [1.79763, 2.95283, 1.95717], [-2.40275, -1.66626, -2.74505], [-1.36859, -1.88251, -1.74903], [-1.21936, -3.27271, -1.34187], [-0.02459, -1.33354, -2.23074], [-1.63528, -1.00459, -0.51364]], "atomic_forces_ev_per_a": [[-0.008, -0.048, -0.198], [-0.005, -0.037, -0.008], [-0.064, 0.021, 0.023], [0.011, 0.022, -0.018], [-0.007, -0.022, 0.007], [0.012, -0.013, 0.011], [0.029, 0.045, -0.012], [-0.079, -0.227, 0.012], [-0.042, 0.079, -0.026], [0.134, 0.103, 0.041], [0.018, 0.076, 0.169]], "mulliken_charge": [0.029, 0.148, -0.463, -0.061, 0.300, 0.318, -0.687, 1.616, -0.693, -0.774, -0.733]}

(3)
{"formula": "C3H10NO", "method": "wB97M-V/def2-TZVPD", "e_tot_ha": -250.2419, "homo_lumo_gap_ev": 6.622, "charge": -1, "lumo_energy_ev": 4.5, "e_above_lowest_ev": 1.345, "symbols": ["C", "O", "H", "H", "H", "C", "N", "C", "H", "H", "H", "H", "H", "H", "H"], "positions_angstrom": [[1.56139, -1.74495, 1.54695], [0.97494, -0.59216, 1.08371], [1.15956, -1.98601, 2.55430], [1.37694, -2.63137, 0.87958], [2.67979, -1.71321, 1.56483], [-1.68506, 0.13019, -0.30076], [-1.15265, 1.36891, -0.88832], [0.12621, 1.13286, -1.56035], [-1.94157, -0.53428, -1.13714], [-0.94660, -0.37789, 0.34320], [-2.59836, 0.39206, 0.21737], [-0.93122, 2.00043, -0.12785], [0.57628, 0.19440, -1.21183], [0.80479, 1.97799, -1.47314], [-0.04572, 0.88384, -2.61943]], "atomic_forces_ev_per_a": [[-0.615, 0.889, -0.801], [0.352, -0.368, -0.035], [0.443, -0.472, 0.155], [-0.175, -0.117, 0.239], [-0.004, 0.047, 0.441], [0.321, 0.034, -0.570], [0.339, 0.499, 0.189], [-0.365, -1.394, -0.723], [-0.107, -0.011, 0.131], [-0.075, 0.120, 0.038], [-0.309, -0.126, 0.266], [-0.172, -0.127, 0.151], [0.455, 0.482, 0.661], [0.025, -0.056, 0.013], [-0.114, 0.601, -0.154]], "mulliken_charge": [-0.679, -0.789, 0.159, 0.180, 0.167, -0.671, -0.467, -0.746, 0.246, 0.219, 0.302, 0.289, 0.230, 0.286, 0.275]}

(4)
{"formula": "C15H11N5O6PdS2", "method": "wB97M-V/def2-TZVPD", "spin_multiplicity": 3, "e_tot_ha": -2227.4763, "homo_lumo_gap_ev": [6.646, 5.959], "lumo_energy_ev": [-0.8, -3.3], "s2": 2.03, "symbols": ["Pd", "C", "S", "C", "S", "N", "N", "C", "C", "C", "C", "C", "C", "N", "H", "H", "H", "H", "H", "H", "H", "H", "O", "C", "O", "C", "C", "C", "C", "C", "C", "N", "O", "O", "N", "O", "O", "H", "H", "H"], "positions_angstrom": [[0.48859, 1.61696, 0.78242], [4.41828, 4.34085, -1.37668], [4.14652, 4.58201, 0.39611], [2.63704, 3.68395, 0.55795], [2.69640, 1.98896, 0.79727], [1.48213, 4.32489, 0.47835], [0.44655, 3.53731, 0.57934], [-0.82350, 4.11136, 0.56655], [-1.88416, 3.22494, 0.69191], [-3.24813, 3.60594, 0.68682], [-4.21199, 2.64304, 0.81534], [-3.84049, 1.29869, 0.95361], [-2.49623, 0.97719, 0.95566], [-1.54501, 1.89476, 0.83037], [5.36337, 4.82880, -1.61092], [3.62265, 4.80176, -1.95734], [4.49813, 3.28185, -1.61344], [-0.91927, 5.18333, 0.48421], [-3.50376, 4.65092, 0.58038], [-5.25824, 2.91809, 0.81091], [-4.57739, 0.51620, 1.05563], [-2.15051, -0.04271, 1.06558], [0.22090, -0.19487, -1.07709], [0.34460, -0.90723, -0.08336], [0.50098, -0.44515, 1.11040], [0.30061, -2.40550, -0.20996], [0.03188, -2.95699, -1.45567], [-0.00580, -4.33130, -1.57557], [0.21896, -5.18592, -0.51585], [0.48150, -4.59534, 0.70345], [0.52579, -3.22750, 0.88623], [0.72354, -5.48192, 1.86960], [0.71582, -6.67817, 1.67102], [0.91594, -4.94963, 2.94166], [-0.29958, -4.92850, -2.90388], [-0.26667, -6.13795, -2.99016], [-0.53340, -4.16638, -3.81702], [-0.13845, -2.31535, -2.30738], [0.19102, -6.25734, -0.63444], [0.73135, -2.80405, 1.85799]], "atomic_forces_ev_per_a": [[0.126, 0.104, 0.418], [0.051, -0.010, -0.055], [-0.080, 0.027, 0.038], [0.032, -0.036, -0.069], [0.112, -0.082, 0.003], [0.045, -0.083, 0.023], [-0.294, 0.285, 0.009], [0.211, -0.117, 0.025], [-0.081, -0.031, -0.003], [0.040, -0.015, 0.005], [-0.045, -0.020, 0.005], [0.012, 0.009, -0.005], [0.011, 0.006, 0.009], [-0.042, -0.068, -0.035], [-0.010, 0.001, 0.007], [-0.009, 0.007, 0.017], [-0.007, 0.000, 0.015], [0.031, 0.009, -0.028], [0.006, 0.000, -0.002], [0.005, 0.002, -0.001], [-0.009, 0.011, 0.001], [-0.006, -0.002, -0.004], [-0.078, -0.311, -0.214], [0.015, 0.113, 0.173], [-0.051, 0.218, -0.311], [0.018, 0.018, -0.033], [0.015, -0.012, 0.035], [-0.090, -0.126, -0.222], [0.007, 0.051, 0.019], [0.022, -0.200, 0.175], [-0.026, 0.078, -0.031], [0.015, 0.101, -0.110], [-0.014, 0.018, 0.019], [-0.011, -0.021, -0.005], [0.189, 0.075, 0.081], [-0.063, 0.028, 0.015], [-0.048, -0.023, 0.033], [-0.004, 0.007, 0.002], [-0.001, -0.003, 0.004], [0.006, -0.006, -0.005]], "mulliken_charge": [0.700, -0.785, -0.063, 0.475, -0.234, -1.146, 0.734, -0.694, 0.866, -0.965, -0.051, -0.891, -0.020, -0.323, 0.301, 0.292, 0.272, 0.414, 0.370, 0.421, 0.386, 0.411, -0.656, 0.874, -0.719, 0.166, -0.671, -0.009, -0.271, -0.088, -0.563, 1.062, -0.618, -0.615, 1.056, -0.616, -0.612, 0.612, 0.605, 0.590]}